# 1
Formula: C5H6FN4O2P
Source: OMol25
Level of theory: ωB97M-V/def2-TZVPD

Structure (ORCA input):
```
! RIJCOSX wB97M-V def2-TZVPD def2/J DEFGRID3
* xyz 0 1
P -1.264 2.258 1.243
F 3.321 -3.448 0.190
O 1.345 -3.666 1.129
O -0.262 3.473 0.747
N -0.512 -1.060 -0.824
N 1.459 -0.422 0.325
N -1.118 0.019 -0.377
N 0.847 0.637 0.790
C -0.429 0.825 0.434
C 0.753 -1.249 -0.449
C -2.604 2.537 0.051
C 2.000 -3.252 0.235
C 1.462 -2.483 -0.946
H -2.417 2.145 -0.946
H -3.517 2.111 0.470
H -2.740 3.620 0.007
H 0.755 -3.130 -1.461
H 2.270 -2.200 -1.620
H 0.651 3.285 1.004
*
```

As for the LUMO energy: -1.21 eV. The energy above the lowest of the compared OMol25 structures with the same formula, charge and spin is 0.0 kcal/mol. The structure (SMILES) is CP(O)c1nnc(CC(=O)F)nn1. The calculation puts the frontier orbital gap at 8.0 eV.

# 2
Formula: C5H6FNO
Source: OMol25
Level of theory: ωB97M-V/def2-TZVPD

Structure (ORCA input):
```
! RIJCOSX wB97M-V def2-TZVPD def2/J DEFGRID3
* xyz 0 1
F -3.022 0.157 -0.219
O -1.304 1.156 0.782
N -1.008 0.123 -1.255
C 0.589 -0.847 1.688
C -1.672 0.573 -0.156
C 1.180 0.146 0.997
C 1.362 0.006 -0.478
C 0.386 0.126 -1.392
H 2.350 -0.044 -0.742
H 0.318 -0.802 2.667
H -1.511 0.130 -2.135
H 0.245 -1.833 1.307
H 0.510 0.063 -2.412
H 1.575 1.046 1.347
*
```

As for the LUMO energy: 0.66 eV. The energy above the lowest of the compared OMol25 structures with the same formula, charge and spin is 54.4 kcal/mol. The structure (SMILES) is C=C/C=C\NC(=O)F. The calculation puts the frontier orbital gap at 9.8 eV.

# 3
Formula: C5H6FeO3
Source: OMol25
Level of theory: ωB97M-V/def2-TZVPD

Structure (ORCA input):
```
! RIJCOSX wB97M-V def2-TZVPD def2/J DEFGRID3
* xyz 1 6
Fe 2.456 -0.465 2.413
O 3.623 -0.099 1.015
O 0.774 -0.517 1.702
O 4.329 0.265 -1.083
C -0.911 -0.664 -0.037
C 3.504 0.109 -0.229
C -1.694 0.374 -0.832
C 0.205 -0.431 0.610
C -3.076 0.549 -0.301
H -3.248 1.182 0.572
H -1.146 1.328 -0.802
H -1.722 0.043 -1.880
H -1.330 -1.667 0.089
H 2.147 -0.005 -0.505
H -3.912 -0.003 -0.733
*
```

As for the LUMO energy (spin up / spin down): -5.93 / -6.51 eV. The energy above the lowest of the compared OMol25 structures with the same formula, charge and spin is 43.5 kcal/mol. The calculation puts the frontier orbital gap (spin up / spin down) at 6.2 / 6.9 eV.